[1]
Density functional theory data (wB97M-V/def2-TZVPD) for a structure of composition C38H61LaN2OSSi4.

CARTESIAN COORDINATES (ANGSTROEM)
La: -4.876 22.241 2.259
C: -5.049 24.352 5.482
N: -5.570 23.034 5.045
C: -7.010 23.051 5.329
C: -4.868 22.025 5.845
C: -5.246 20.599 5.532
C: -5.601 19.745 6.579
C: -5.816 18.417 6.285
C: -5.681 17.941 5.007
C: -5.388 18.826 3.972
C: -5.150 20.193 4.176
H: -5.340 24.637 6.518
H: -5.408 25.114 4.803
H: -3.926 24.324 5.458
H: -7.142 23.149 6.412
H: -7.470 22.127 5.012
H: -7.491 23.851 4.864
H: -5.100 22.232 6.891
H: -3.786 22.126 5.673
H: -5.746 20.195 7.581
H: -6.159 17.770 7.067
H: -5.908 16.893 4.772
H: -5.294 18.436 2.968
C: -2.724 22.627 -0.680
Si: -3.196 24.359 -0.114
C: -3.220 25.195 -1.769
C: -1.823 25.174 0.881
C: -4.813 24.676 0.734
C: -5.894 24.029 0.037
C: -7.082 24.607 -0.483
C: -7.889 23.958 -1.371
C: -7.560 22.660 -1.753
C: -6.497 22.072 -1.065
N: -5.748 22.703 -0.160
Si: -5.084 26.310 1.527
C: -5.030 27.737 0.283
C: -3.770 26.762 2.800
C: -6.756 26.324 2.301
H: -1.714 22.695 -1.074
H: -3.381 22.382 -1.499
H: -2.829 21.766 -0.001
H: -2.399 24.882 -2.452
H: -3.320 26.301 -1.765
H: -4.109 24.920 -2.354
H: -0.806 24.846 0.605
H: -1.957 25.033 1.924
H: -1.792 26.240 0.652
H: -7.328 25.633 -0.245
H: -8.722 24.494 -1.794
H: -8.136 22.048 -2.414
H: -6.351 20.985 -1.108
H: -4.011 27.899 -0.100
H: -5.370 28.712 0.659
H: -5.636 27.519 -0.609
H: -2.901 27.203 2.325
H: -3.514 25.884 3.353
H: -4.198 27.527 3.462
H: -7.368 27.223 2.125
H: -6.666 26.248 3.397
H: -7.358 25.450 1.974
C: 1.566 17.454 3.041
C: 2.096 16.306 2.252
O: 3.199 15.845 2.458
S: 1.202 15.618 0.904
C: -0.206 16.646 0.816
C: -0.146 17.771 0.009
C: -1.243 18.598 -0.039
C: -2.410 18.299 0.656
C: -2.441 17.145 1.424
C: -1.373 16.319 1.486
C: -3.534 19.207 0.619
C: -4.417 20.045 0.779
H: 2.186 17.550 3.924
H: 0.521 17.368 3.233
H: 1.692 18.381 2.442
H: 0.706 17.978 -0.554
H: -1.296 19.497 -0.584
H: -3.357 16.988 2.016
H: -1.370 15.407 2.105
C: -0.774 22.180 5.464
Si: -1.071 21.259 3.839
C: -1.567 19.497 4.335
C: 0.611 21.250 2.905
C: -2.332 22.252 2.954
H: -0.110 21.672 6.125
H: -1.786 22.401 5.905
H: -0.372 23.179 5.333
H: -0.730 18.937 4.786
H: -1.957 18.968 3.460
H: -2.393 19.578 5.091
H: 1.403 20.607 3.308
H: 0.978 22.256 2.808
H: 0.354 20.889 1.920
H: -2.040 22.311 1.882
H: -2.089 23.329 3.281
C: -9.581 23.054 2.828
Si: -8.171 21.724 2.495
C: -9.002 20.843 1.017
C: -8.778 20.365 3.767
H: -10.562 22.577 2.705
H: -9.588 23.928 2.155
H: -9.526 23.518 3.820
H: -9.850 20.258 1.383
H: -8.242 20.158 0.556
H: -9.358 21.506 0.237
H: -8.328 19.348 3.706
H: -9.829 20.253 3.597
H: -8.653 20.550 4.858

Frontier orbital gap = 0.1916 Eh
Energy relative to the best compared isomer or geometry (same formula, charge and spin) = 42.2 kJ/mol
Highest occupied orbital energy = -1.3 eV
Calculated total energy = -3257.0890 Eh
Charge = -2

***

[2]
Density functional theory data (wB97M-V/def2-TZVPD) for a cluster of 4 separate species, C38H63B2NO15 in total.

CARTESIAN COORDINATES (ANGSTROEM)
C: -3.073 -2.991 2.669
C: -4.153 -2.913 3.746
C: -3.557 -2.587 5.122
C: -2.814 -3.797 5.716
C: -1.467 -3.431 6.369
C: -0.391 -3.213 5.332
C: 0.204 -4.337 4.727
C: -0.198 -5.739 5.128
C: 0.787 -6.482 6.006
O: 0.701 -7.658 6.236
O: 1.759 -5.706 6.531
C: 1.167 -4.184 3.729
C: 1.808 -5.360 3.020
O: 1.443 -5.350 1.652
C: 0.189 -5.941 1.369
C: 0.153 -6.384 -0.096
C: -0.622 -5.408 -1.011
C: 1.523 -2.893 3.328
C: 0.929 -1.788 3.920
C: -0.026 -1.920 4.928
B: -0.703 -0.624 5.539
O: -0.826 -0.387 6.896
O: -1.260 0.250 4.662
C: -1.295 1.632 5.013
C: 1.364 -0.444 3.431
O: 1.503 0.501 4.172
C: 1.691 -0.358 1.964
C: 1.346 0.919 1.257
C: -0.142 0.982 0.867
O: -0.820 1.819 1.804
C: 2.258 -1.432 1.388
B: 2.670 -1.617 -0.125
O: 2.333 -2.849 -0.697
N: 3.333 -0.616 -0.891
C: 4.373 0.160 -0.183
C: 3.790 -1.042 -2.214
C: 2.523 -2.619 2.248
O: 3.532 -3.275 2.088
H: -2.699 -1.988 2.453
H: -2.213 -3.575 3.006
H: -3.446 -3.449 1.753
H: -4.630 -3.895 3.845
H: -4.936 -2.206 3.472
H: -4.384 -2.353 5.795
H: -2.903 -1.719 5.045
H: -2.659 -4.566 4.956
H: -3.443 -4.263 6.479
H: -1.610 -2.572 7.016
H: -1.155 -4.248 7.025
H: -1.139 -5.760 5.673
H: -0.360 -6.363 4.251
H: 2.498 -6.282 6.771
H: 2.890 -5.270 3.038
H: 1.551 -6.316 3.482
H: 0.020 -6.809 2.018
H: -0.617 -5.214 1.535
H: 1.174 -6.468 -0.463
H: -0.353 -7.349 -0.131
H: -0.819 -4.464 -0.502
H: -0.062 -5.178 -1.916
H: -1.583 -5.827 -1.306
H: -0.005 -0.538 7.374
H: -2.125 1.846 5.688
H: -0.359 1.929 5.486
H: -1.414 2.201 4.096
H: 1.996 1.104 0.409
H: 1.503 1.732 1.971
H: -0.571 -0.022 0.954
H: -0.278 1.381 -0.131
H: -1.666 2.045 1.401
H: 3.113 -3.415 -0.701
H: 4.141 1.227 -0.205
H: 5.324 0.030 -0.702
H: 4.504 -0.176 0.842
H: 4.692 -1.661 -2.151
H: 4.066 -0.160 -2.798
H: 3.002 -1.556 -2.755
C: -1.785 3.359 -5.093
C: -2.910 2.606 -4.418
O: -2.486 1.994 -3.191
C: -2.462 2.651 -2.026
C: -2.668 4.145 -2.002
O: -2.207 2.034 -1.023
H: -1.434 4.188 -4.473
H: -2.114 3.753 -6.053
H: -0.945 2.695 -5.260
H: -3.789 3.229 -4.248
H: -3.230 1.775 -5.045
H: -1.689 4.624 -2.038
H: -3.162 4.404 -1.068
H: -3.287 4.522 -2.813
C: 1.142 3.243 -11.142
C: 1.311 3.767 -9.731
O: 0.253 3.342 -8.867
C: 0.261 2.153 -8.229
C: 1.285 1.108 -8.604
O: -0.594 1.939 -7.414
H: 1.185 2.155 -11.175
H: 1.926 3.637 -11.788
H: 0.174 3.547 -11.540
H: 2.282 3.504 -9.308
H: 1.250 4.854 -9.727
H: 0.843 0.443 -9.345
H: 1.517 0.532 -7.712
H: 2.216 1.509 -8.997
C: 0.608 9.478 -0.611
C: 1.350 8.916 -1.806
O: 1.366 7.485 -1.805
C: 0.365 6.742 -2.310
C: -0.945 7.398 -2.683
O: 0.518 5.554 -2.396
H: -0.445 9.194 -0.621
H: 0.670 10.566 -0.605
H: 1.043 9.097 0.312
H: 0.959 9.296 -2.750
H: 2.399 9.203 -1.761
H: -1.629 7.320 -1.839
H: -1.360 6.850 -3.526
H: -0.859 8.439 -2.983

Frontier orbital gap = 0.3192 Eh
Highest occupied orbital energy = -8.7 eV
SMILES = CCCCCc1c(CC(=O)O)c(COCCC)c2c(c1B(O)OC)C(=O)C(CCO)=C(B(O)N(C)C)C2=O.CCOC(C)=O.CCOC(C)=O.CCOC(C)=O
Calculated total energy = -2718.9963 Eh
Charge = 0

***

[3]
Density functional theory data (wB97M-V/def2-TZVPD) for a cluster of 11 separate species, C38H64N2O30 in total.

CARTESIAN COORDINATES (ANGSTROEM)
C: 2.407 6.303 -4.525
C: 1.480 5.721 -3.499
C: 1.117 4.234 -3.598
O: 1.944 3.609 -2.642
C: 2.391 4.521 -1.741
O: 2.940 4.326 -0.727
O: 2.015 5.733 -2.188
H: 2.608 7.293 -4.121
H: 1.929 6.261 -5.509
H: 3.352 5.722 -4.552
H: 0.615 6.341 -3.406
H: 1.336 3.863 -4.571
H: 0.105 4.025 -3.295
C: -0.828 -1.484 1.092
C: -1.793 -2.237 1.983
C: -1.081 -2.836 3.222
O: -1.846 -2.313 4.326
C: -2.736 -1.382 3.918
O: -3.421 -0.760 4.615
O: -2.668 -1.211 2.584
H: -1.430 -0.829 0.438
H: -0.310 -2.181 0.481
H: -0.144 -0.875 1.689
H: -2.406 -2.958 1.428
H: -0.037 -2.458 3.389
H: -1.224 -3.937 3.217
C: 0.714 -0.585 5.892
C: 1.045 0.180 4.629
C: 2.340 0.863 4.607
O: 2.654 0.774 3.187
C: 2.098 -0.301 2.696
O: 2.302 -0.750 1.619
O: 1.210 -0.769 3.625
H: 1.556 -1.083 6.365
H: -0.176 -1.218 5.663
H: 0.414 0.109 6.652
H: 0.235 0.867 4.452
H: 3.077 0.369 5.214
H: 2.301 1.942 4.817
C: 5.695 0.758 -6.440
C: 4.337 0.220 -6.022
C: 4.038 0.319 -4.538
O: 2.626 0.613 -4.510
C: 2.261 1.111 -5.698
O: 1.164 1.484 -5.983
O: 3.263 0.939 -6.627
H: 5.815 1.840 -6.141
H: 5.729 0.720 -7.523
H: 6.465 0.140 -5.991
H: 4.177 -0.836 -6.408
H: 4.565 1.130 -4.033
H: 4.169 -0.630 -4.119
C: 1.838 -5.202 2.146
C: 3.147 -4.749 2.853
C: 4.211 -3.889 2.139
O: 4.788 -3.247 3.276
C: 3.808 -3.058 4.201
O: 3.926 -2.318 5.106
O: 2.821 -3.946 3.982
H: 2.125 -5.941 1.343
H: 1.325 -4.436 1.612
H: 1.154 -5.744 2.805
H: 3.646 -5.664 3.223
H: 3.740 -3.157 1.442
H: 4.977 -4.443 1.581
C: -3.314 4.149 4.996
C: -3.357 2.658 4.730
C: -4.427 2.149 3.774
O: -3.563 2.200 2.556
C: -2.286 1.931 2.880
O: -1.435 1.541 2.149
O: -2.168 2.193 4.186
H: -4.240 4.470 5.448
H: -3.062 4.717 4.071
H: -2.607 4.408 5.778
H: -3.497 2.069 5.671
H: -5.264 2.662 3.429
H: -4.634 1.123 4.006
C: 0.131 -2.047 -5.875
C: -0.836 -1.315 -4.937
C: -1.590 -0.164 -5.566
O: -2.912 -0.248 -4.950
C: -3.075 -1.511 -4.514
O: -4.113 -1.965 -4.088
O: -1.923 -2.227 -4.575
H: -0.477 -2.424 -6.696
H: 0.524 -2.885 -5.324
H: 0.853 -1.316 -6.277
H: -0.359 -0.974 -4.031
H: -1.604 -0.298 -6.646
H: -1.197 0.833 -5.325
C: 1.192 5.408 3.298
C: 1.097 5.431 1.810
C: -0.023 4.584 1.273
O: -0.266 5.222 0.036
C: 0.066 6.520 0.149
O: -0.314 7.329 -0.651
O: 0.740 6.739 1.301
H: 1.264 4.362 3.584
H: 0.360 5.903 3.808
H: 2.046 5.969 3.643
H: 1.999 5.195 1.279
H: -0.871 4.775 1.898
H: 0.064 3.494 1.259
C: 1.694 -0.514 -1.152
N: 2.784 -1.502 -0.886
O: 3.889 -1.070 -0.829
O: 2.492 -2.683 -0.813
H: 0.741 -0.939 -0.856
H: 1.589 -0.487 -2.275
H: 1.876 0.464 -0.749
C: -3.030 1.026 -1.023
N: -1.853 0.432 -1.778
O: -1.744 -0.785 -1.943
O: -1.123 1.277 -2.268
H: -3.785 1.159 -1.844
H: -2.663 1.905 -0.443
H: -3.306 0.320 -0.274
C: -1.607 -6.480 0.900
O: -2.765 -5.707 0.796
C: -3.796 -6.141 -0.041
C: -4.943 -5.183 0.000
O: -4.637 -3.982 -0.638
C: -5.817 -3.248 -0.767
H: -0.777 -5.869 1.181
H: -1.361 -6.925 -0.039
H: -1.804 -7.350 1.550
H: -4.137 -7.106 0.391
H: -3.332 -6.372 -1.045
H: -5.268 -4.986 1.022
H: -5.746 -5.713 -0.459
H: -6.646 -3.812 -1.244
H: -5.575 -2.390 -1.381
H: -6.162 -2.904 0.254

Frontier orbital gap = 0.3638 Eh
Highest occupied orbital energy = -9.7 eV
SMILES = C[C@H]1COC(=O)O1.C[C@H]1COC(=O)O1.C[C@H]1COC(=O)O1.C[C@H]1COC(=O)O1.C[C@H]1COC(=O)O1.C[C@H]1COC(=O)O1.C[C@H]1COC(=O)O1.C[C@H]1COC(=O)O1.C[N+](=O)[O-].C[N+](=O)[O-].COCCOC
Calculated total energy = -3852.9448 Eh
Charge = 0

***

[4]
Density functional theory data (wB97M-V/def2-TZVPD) for a cluster of 12 separate species, C38H66Cl10O14S2 in total.

CARTESIAN COORDINATES (ANGSTROEM)
O: -0.591 -6.114 3.515
S: -0.529 -6.463 2.122
O: -0.118 -7.777 1.703
C: -2.090 -5.972 1.362
C: -1.778 -4.666 0.597
C: -0.482 -4.071 1.155
C: 0.457 -5.241 1.261
H: -2.767 -5.802 2.199
H: -2.451 -6.803 0.765
H: -1.726 -4.888 -0.469
H: -2.623 -4.004 0.775
H: -0.646 -3.606 2.132
H: -0.083 -3.317 0.480
H: 1.423 -5.162 1.743
H: 0.599 -5.674 0.267
O: -2.461 2.952 -2.649
S: -3.827 3.109 -2.207
O: -4.374 4.418 -2.015
C: -4.870 2.109 -3.277
C: -5.788 1.322 -2.331
C: -4.874 0.918 -1.175
C: -4.147 2.166 -0.717
H: -4.200 1.396 -3.763
H: -5.329 2.755 -4.020
H: -6.585 1.992 -1.987
H: -6.251 0.498 -2.867
H: -4.231 0.115 -1.553
H: -5.455 0.426 -0.392
H: -3.255 2.052 -0.105
H: -4.879 2.732 -0.137
O: -1.881 0.895 2.751
C: -2.310 1.978 3.044
C: -1.642 3.123 3.780
C: -2.842 3.988 4.224
C: -3.915 3.627 3.190
O: -3.601 2.284 2.777
H: -1.024 2.811 4.613
H: -1.117 3.682 2.999
H: -3.174 3.680 5.217
H: -2.612 5.049 4.258
H: -4.923 3.641 3.594
H: -3.896 4.296 2.324
O: -1.834 -1.240 -4.944
C: -1.424 -0.317 -5.567
C: -1.171 1.100 -5.057
C: -0.035 1.507 -5.963
C: -0.452 0.825 -7.278
O: -1.030 -0.418 -6.860
H: -2.061 1.701 -5.242
H: -0.883 1.056 -4.012
H: 0.126 2.566 -6.188
H: 0.938 1.097 -5.693
H: -1.227 1.347 -7.840
H: 0.405 0.648 -7.923
O: 2.190 -2.618 0.439
C: 3.314 -3.052 0.425
C: 4.609 -2.304 0.395
C: 5.548 -3.314 -0.256
C: 4.972 -4.627 0.298
O: 3.560 -4.368 0.459
H: 4.596 -1.273 0.067
H: 4.913 -2.269 1.449
H: 5.467 -3.335 -1.341
H: 6.568 -3.136 0.075
H: 5.090 -5.417 -0.443
H: 5.456 -4.951 1.218
O: 1.850 2.606 5.539
C: 2.515 3.008 4.626
C: 2.295 2.745 3.162
C: 3.134 3.836 2.495
C: 4.184 4.155 3.561
O: 3.585 3.819 4.815
H: 2.779 1.802 2.890
H: 1.237 2.623 3.000
H: 3.513 3.630 1.496
H: 2.491 4.714 2.324
H: 5.079 3.543 3.411
H: 4.487 5.198 3.523
O: 3.998 -1.690 4.047
C: 2.812 -1.621 4.075
C: 1.827 -2.663 4.590
C: 0.651 -1.783 5.007
C: 0.766 -0.595 4.020
O: 2.166 -0.479 3.724
H: 1.594 -3.319 3.756
H: 2.306 -3.176 5.416
H: -0.315 -2.267 4.861
H: 0.773 -1.457 6.036
H: 0.162 -0.703 3.124
H: 0.384 0.283 4.546
Cl: -6.224 -0.019 2.490
C: -4.580 -0.538 2.940
C: -3.897 -1.320 1.861
Cl: -4.795 -2.805 1.457
H: -4.652 -1.111 3.864
H: -3.991 0.342 3.194
H: -2.915 -1.650 2.202
H: -3.726 -0.725 0.972
Cl: 5.194 -0.986 -2.797
C: 4.698 0.681 -2.355
C: 4.797 1.642 -3.508
Cl: 6.459 2.259 -3.737
H: 5.296 0.972 -1.498
H: 3.654 0.598 -2.058
H: 4.177 2.513 -3.292
H: 4.442 1.202 -4.435
Cl: 1.897 1.420 0.035
C: 0.463 0.369 0.158
C: -0.424 0.692 -1.021
Cl: -1.701 -0.546 -1.143
H: -0.038 0.568 1.100
H: 0.800 -0.666 0.170
H: 0.164 0.720 -1.932
H: -0.941 1.634 -0.862
Cl: 2.284 4.527 -2.278
C: 0.550 4.130 -2.522
C: -0.093 5.010 -3.558
Cl: -0.356 6.668 -2.943
H: 0.051 4.172 -1.560
H: 0.532 3.093 -2.858
H: -1.056 4.593 -3.843
H: 0.551 5.098 -4.428
Cl: 1.751 -0.817 -3.589
C: 1.725 -2.555 -3.075
C: 0.332 -3.084 -3.186
Cl: 0.323 -4.825 -2.838
H: 2.210 -2.578 -2.107
H: 2.389 -3.035 -3.791
H: -0.028 -2.892 -4.192
H: -0.359 -2.622 -2.488

Frontier orbital gap = 0.3630 Eh
Highest occupied orbital energy = -9.9 eV
SMILES = O=S1(=O)CCCC1.O=S1(=O)CCCC1.O=C1CCCO1.O=C1CCCO1.O=C1CCCO1.O=C1CCCO1.O=C1CCCO1.ClCCCl.ClCCCl.ClCCCl.ClCCCl.ClCCCl
Calculated total energy = -7939.2905 Eh
Charge = 0

***

Question: Which of these has the highest calculated total energy?
Answer: C38H63B2NO15

***

Question: Which formula does entry 4 have?
Answer: C38H66Cl10O14S2

***

Question: calculated total energy of number 3 (C38H64N2O30)?
Answer: -3852.9448 Eh